Record 1
A gas-phase ion, C6H17N2O2 (charge +1). Source: the OMol25 dataset; level of theory: wB97M-V/def2-TZVPD.

Structure (XYZ):
```
27
Properties=species:S:1:pos:R:3:forces:R:3
C -2.0330 -2.5032 0.2004 0.1536 0.2359 -0.1462
C 1.7934 1.3989 -1.6801 -0.0240 -0.1704 0.1264
C -1.5166 -1.1947 -0.3955 0.0803 0.0512 0.3595
C -0.1160 0.9069 -0.0639 -0.1931 -0.4660 0.2312
C 1.2925 0.4896 -0.5714 -0.2762 -0.0638 -0.5095
C -0.8357 -0.2817 0.6401 -0.2188 0.1081 -0.6548
N 0.1190 1.9828 0.9026 -0.4427 0.2992 0.0569
N 2.1425 0.6526 0.6290 0.2059 -0.1862 0.2606
O 0.1542 -0.9695 1.3791 0.1336 -0.0812 0.1079
O -1.7704 0.2922 1.5074 -0.1327 0.0401 0.0957
H -2.7120 -2.3334 1.0352 -0.1104 -0.0699 0.0814
H -1.2125 -3.1357 0.5333 0.0063 -0.0942 0.0444
H -2.5819 -3.0499 -0.5604 -0.0692 -0.0960 0.0242
H 1.8239 2.4341 -1.3504 0.0304 0.1885 0.0078
H 2.7897 1.1020 -1.9976 0.1257 0.0249 -0.0384
H 1.1402 1.3339 -2.5449 -0.0831 -0.0102 -0.0655
H -0.8076 -1.4208 -1.1921 0.0280 0.0309 -0.0636
H -2.3459 -0.6339 -0.8296 0.0648 0.0530 -0.0630
H -0.7424 1.2267 -0.8992 0.0927 -0.0148 0.0611
H 1.2889 -0.5494 -0.9026 0.0462 0.0772 0.1212
H -0.0157 2.9026 0.4991 0.0050 -0.0263 0.0416
H -0.5140 1.8843 1.6920 -0.0060 0.1014 -0.0303
H 2.0678 -0.1723 1.2304 0.1240 0.1532 -0.1145
H 1.5019 1.4730 1.0964 0.5386 -0.0920 0.0612
H 3.1104 0.8933 0.4270 -0.1388 -0.0274 0.0597
H -0.2657 -1.6646 1.9005 0.0560 -0.0010 -0.0200
H -2.4672 -0.3374 1.7277 0.0039 0.0356 -0.0350
```
Forces are in eV/Å.

SMILES = CCC(O)(O)[C@@H](N)[C@@H](C)[NH3+]
relative energy (zero: lowest compared OMol25 entry of this formula, charge and spin) = 0.00 kcal/mol
frontier orbital gap = 12.01 eV
spin multiplicity = 1
largest force on an atom = 0.01359 Eh/bohr
total charge = +1

Record 2
7 unconnected molecules or ions with the total composition C2H20NO6S2 at a distorted geometry. Source: the OMol25 dataset; level of theory: wB97M-V/def2-TZVPD.

Structure (XYZ):
```
31
Properties=species:S:1:pos:R:3:forces:R:3
N -0.7036 0.8212 -0.1505 -2.3598 -0.7744 0.4647
C -0.8621 -0.1010 1.0398 3.3374 0.5535 1.5990
C -1.2726 -1.4190 0.4837 -1.2186 -0.6593 -1.3702
S -1.2058 -2.7840 1.6369 -0.4391 0.0375 0.1329
S 0.7589 -2.7422 2.0379 0.9553 0.3231 1.2500
H -1.6589 0.7061 -0.5921 1.6098 0.6233 -0.6077
H 0.0853 0.4359 -0.7107 -0.8634 0.4175 0.2183
H -0.5192 1.7959 0.0797 -0.0815 0.3507 -0.0421
H -1.3552 0.2078 1.9723 -1.0365 0.6550 -1.0828
H 0.1961 -0.0484 1.4706 -1.0807 -0.9885 -0.7882
H -2.3519 -1.4184 0.0920 1.4841 0.1621 0.5932
H -0.6330 -1.6534 -0.4047 -0.4449 0.0268 0.6905
H 0.7710 -1.9238 3.1685 -0.0439 -0.6785 -0.9045
H 1.9131 -0.0781 -1.6680 -0.9446 0.1843 -0.1767
H 2.2544 -0.3441 -3.0501 -0.2981 -0.1909 -0.8870
O 1.4510 -0.1874 -2.5415 1.0364 -0.1904 0.7091
H -1.4356 -1.0764 -2.5720 0.0311 -0.1095 -0.4895
H -2.9171 -0.7085 -2.9131 0.0917 -0.0669 -0.3219
O -2.2712 -0.7795 -2.2089 -0.1126 0.3517 0.6360
H 0.8743 2.9177 -3.3095 0.1605 -0.0922 -0.2467
H 0.8687 1.4942 -2.6575 0.2437 -0.1423 -0.4476
O 0.5452 2.4035 -2.5731 -0.4561 0.4366 0.7058
H 2.0845 1.5770 -0.0382 0.3017 0.1116 0.3721
H 2.8496 0.2363 0.2003 -0.0121 0.1022 0.2478
O 2.0151 0.6065 -0.1055 0.2338 -0.3699 -0.1131
H 2.2673 3.7663 1.3468 0.2938 -0.1315 0.2423
H 1.2725 3.6201 0.2421 -0.6288 0.2827 -0.3689
O 1.8084 3.0953 0.8351 0.1556 0.0290 0.0530
H -0.7142 4.1389 -1.1856 0.0399 -0.1797 -0.2271
H -1.4687 4.5509 0.0725 -0.0460 0.0877 0.1784
O -0.7869 3.9525 -0.2444 0.0919 -0.1612 -0.0191
```
Forces are in eV/Å.

frontier orbital gap = 9.48 eV
spin multiplicity = 1
largest force on an atom = 0.07277 Eh/bohr
total charge = +1

Record 3
A molecular structure, C36H52F2N7P3S2Tl. Source: the OMol25 dataset; level of theory: wB97M-V/def2-TZVPD.

Structure (XYZ):
```
103
Properties=species:S:1:pos:R:3:forces:R:3
Tl 0.2455 0.2010 -0.3383 -0.2060 -0.1040 -0.0422
C -0.2770 -1.3074 3.9194 -0.0589 -0.0042 0.0150
P -1.4539 -0.4733 2.7794 0.0784 0.0295 0.0405
C -2.4474 0.4569 4.0260 -0.0255 -0.0504 -0.0117
C -2.6509 -1.8143 2.3788 -0.0259 0.0578 0.0484
C -2.5968 -3.0560 3.0136 0.0265 -0.0361 -0.0051
C -3.5014 -4.0616 2.7096 0.0137 0.0052 -0.0092
C -4.4836 -3.8400 1.7568 0.0156 0.0012 -0.0089
C -4.5525 -2.6082 1.1263 0.0116 -0.0369 -0.0528
C -3.6506 -1.5864 1.4184 -0.0133 0.0351 0.0410
P -3.8089 0.0588 0.5878 0.0334 -0.0300 -0.0350
C -5.5981 0.3984 0.8647 0.0033 -0.0042 0.0057
C -3.8800 -0.4807 -1.1694 0.0093 0.0207 0.0057
H 0.2446 -2.1132 3.4021 0.0223 0.0097 0.0023
H -0.7429 -1.7001 4.8250 0.0008 -0.0084 -0.0018
H 0.4747 -0.5712 4.2093 -0.0004 0.0074 -0.0022
H -2.8566 -0.2095 4.7873 -0.0071 0.0134 0.0081
H -3.2675 0.9744 3.5272 0.0044 0.0115 0.0031
H -1.8154 1.2012 4.5146 0.0066 0.0093 -0.0039
H -1.8417 -3.2487 3.7644 -0.0031 -0.0079 -0.0108
H -3.4406 -5.0143 3.2201 0.0077 -0.0065 0.0010
H -5.1917 -4.6190 1.5071 -0.0076 -0.0004 0.0019
H -5.3258 -2.4490 0.3842 -0.0076 0.0075 0.0190
H -6.2496 -0.4199 0.5566 0.0079 -0.0139 0.0032
H -5.8716 1.2874 0.2937 -0.0045 0.0149 0.0090
H -5.7730 0.6078 1.9201 -0.0109 -0.0014 0.0114
H -4.6423 -1.2435 -1.3401 0.0316 0.0312 -0.0249
H -2.9062 -0.8709 -1.4644 0.0448 -0.0155 -0.0040
H -4.0993 0.3825 -1.8009 -0.0140 -0.0067 0.0010
F 5.1225 -2.0934 -2.3087 0.0047 -0.0196 -0.0180
C 4.6164 -1.2175 -1.4218 -0.0015 0.0260 0.0101
C 3.2501 -0.9925 -1.3891 0.0323 -0.0415 0.0304
C 2.6934 -0.0970 -0.4749 -0.0513 0.0627 0.1135
C 3.5665 0.5900 0.3933 0.0195 -0.0002 -0.1176
C 4.9322 0.3266 0.3183 0.0336 -0.0271 0.0638
F 5.7975 0.9341 1.1656 -0.0312 0.0284 -0.0014
C 5.4883 -0.5717 -0.5705 -0.0168 0.0045 -0.0180
C 3.0198 1.5719 1.3693 -0.0097 -0.0005 0.0715
C 3.7143 2.7168 1.7810 0.0105 0.0013 -0.0591
C 3.1306 3.5790 2.6897 -0.0201 0.0195 0.0354
C 1.8621 3.2966 3.1819 0.0382 0.0014 -0.0335
C 1.2377 2.1547 2.7103 -0.0352 0.0152 -0.0058
N 1.7889 1.3231 1.8313 -0.0353 -0.0753 -0.0500
H 2.6290 -1.5256 -2.1030 -0.0029 -0.0038 -0.0049
H 6.5513 -0.7616 -0.5804 0.0072 -0.0113 -0.0072
H 4.7008 2.9243 1.3970 0.0218 -0.0229 -0.0187
H 3.6690 4.4579 3.0216 -0.0038 0.0063 0.0071
H 1.3824 3.9272 3.9180 -0.0033 0.0039 0.0074
H 0.2436 1.8782 3.0512 -0.0184 0.0098 -0.0005
C -0.8395 -5.8355 0.4222 -0.0128 -0.0252 0.0122
N 0.4981 -5.4020 0.8238 -0.0073 0.0073 -0.0054
C 1.4593 -5.8905 -0.1627 0.0201 -0.0108 0.0066
N 1.1578 -5.4876 -1.5341 0.0004 -0.0037 -0.0024
C -0.1992 -5.9193 -1.8596 -0.0025 -0.0186 -0.0138
N -1.2163 -5.4316 -0.9307 0.0022 0.0069 0.0037
C -1.3723 -3.9808 -1.0263 0.0109 0.0381 -0.0141
P 0.1818 -3.0379 -0.6273 0.0818 0.0063 0.0328
C 0.5604 -3.9466 0.9528 -0.0032 0.0070 -0.0270
C 1.3169 -4.0461 -1.7093 -0.0430 0.0292 -0.0069
H -1.5694 -5.4345 1.1270 -0.0160 0.0030 0.0110
H -0.8681 -6.9265 0.4686 -0.0001 0.0058 0.0014
H 1.4579 -6.9819 -0.1233 -0.0006 0.0032 0.0017
H 2.4567 -5.5346 0.1029 -0.0005 -0.0063 -0.0009
H -0.2194 -7.0111 -1.8381 -0.0011 0.0044 -0.0039
H -0.4476 -5.5876 -2.8697 0.0005 -0.0032 0.0020
H -2.1616 -3.6561 -0.3428 -0.0363 0.0086 0.0276
H -1.6920 -3.7189 -2.0390 -0.0140 -0.0078 0.0111
H -0.1594 -3.6286 1.7113 0.0078 -0.0018 0.0078
H 1.5563 -3.6530 1.2969 -0.0040 -0.0082 0.0094
H 2.3510 -3.7693 -1.4908 0.0021 -0.0155 0.0003
H 1.1264 -3.7856 -2.7545 0.0195 -0.0066 0.0020
S 0.2758 0.5611 -3.6740 -0.0283 0.0195 -0.0363
C 1.5692 1.5565 -3.9144 0.0778 0.0346 0.0855
N 2.6839 1.6092 -3.1756 -0.0419 0.0525 -0.0614
C 3.8221 2.2985 -3.7626 0.0050 -0.0094 -0.0011
C 3.2184 3.4248 -4.5923 0.0015 0.0017 -0.0064
S 1.6500 2.7403 -5.2132 -0.0043 -0.0020 -0.0108
H 2.8073 0.9115 -2.4436 0.0094 0.0075 -0.0070
H 4.3914 1.6128 -4.3970 0.0024 0.0054 0.0002
H 4.4803 2.6741 -2.9800 -0.0043 0.0031 -0.0010
H 3.8534 3.7078 -5.4276 0.0009 0.0032 0.0026
H 3.0146 4.3059 -3.9832 0.0053 -0.0001 -0.0033
C -1.6324 5.1453 0.2306 0.0016 0.0149 -0.0003
C -1.3379 3.6250 0.2527 -0.0022 -0.0622 0.0395
N -0.3852 3.2928 -0.7907 0.1245 0.0317 -0.1006
C -0.9225 3.6312 -2.0977 -0.0703 -0.0009 0.0051
C -1.1513 5.1598 -2.1946 -0.0026 0.0140 -0.0066
N -0.7814 5.7451 -0.8578 0.0025 0.0068 0.0088
C 0.6767 5.5005 -0.5755 0.0015 0.0250 0.0062
C 0.8833 3.9652 -0.5677 -0.0084 0.0078 -0.0109
H -1.3615 5.6491 1.1574 -0.0117 -0.0071 0.0002
H -2.6679 5.3809 -0.0108 0.0052 -0.0058 0.0012
H -2.2477 3.0446 0.0995 0.0036 -0.0090 0.0155
H -0.9228 3.3280 1.2150 0.0147 -0.0033 0.0160
H -1.8583 3.0919 -2.2397 0.0075 -0.0128 -0.0100
H -0.2373 3.2953 -2.8731 0.0175 0.0023 -0.0087
H -2.1871 5.4327 -2.3892 -0.0035 -0.0050 0.0023
H -0.5145 5.6396 -2.9367 -0.0096 -0.0062 -0.0054
H -0.9465 6.7487 -0.8828 0.0084 -0.0040 -0.0033
H 0.8994 5.9658 0.3839 -0.0010 -0.0064 0.0006
H 1.2397 6.0104 -1.3560 0.0066 -0.0044 0.0088
H 1.2943 3.6471 0.3893 0.0191 -0.0162 0.0258
H 1.5808 3.6618 -1.3496 -0.0025 0.0074 -0.0091
```
Forces are in eV/Å.

relative energy (zero: lowest compared OMol25 entry of this formula, charge and spin) = 0.00 kcal/mol
frontier orbital gap = 5.99 eV
spin multiplicity = 1
largest force on an atom = 0.00456 Eh/bohr
total charge = +1

Record 4
C3H10N4 in the gas phase at a distorted geometry. Source: the OMol25 dataset; level of theory: wB97M-V/def2-TZVPD.

Structure (XYZ):
```
17
Properties=species:S:1:pos:R:3:forces:R:3
C 0.1893 -1.0673 -1.3873 -0.3457 -0.3064 1.2006
C 0.8328 1.8228 -0.1386 -2.9144 1.9042 0.8811
N 0.0791 -0.5367 -0.0373 -0.2459 0.4878 -1.1312
N 0.8091 -1.1906 0.9933 0.0582 -0.7548 0.2111
H 1.7980 -1.0251 0.8039 -0.0206 0.1382 0.0454
H 0.6386 -0.7406 1.8935 -0.2076 0.0739 -0.3880
H -0.3443 -2.0192 -1.4575 0.0711 -0.2210 -0.3628
H 1.2416 -1.2321 -1.6379 -0.0196 0.0669 -0.0622
H -0.2508 -0.3585 -2.0914 0.0943 0.0053 0.1325
H 0.7092 2.7892 -0.6233 0.2271 0.3037 0.3587
H 1.4556 1.2597 -0.8349 -0.8566 -0.8334 0.1906
H 1.3201 1.9370 0.8267 0.1147 0.0415 -0.1345
N -2.1080 -0.3745 0.6975 -0.6562 0.5375 0.5239
C -0.9979 0.3405 0.3134 2.0237 -1.6353 0.1722
N -0.8198 1.5892 0.3338 3.1196 0.1424 -1.4602
H -2.6631 0.1308 1.3743 -0.3462 -0.1775 -0.1144
H -1.8894 -1.3246 0.9719 -0.0960 0.2268 -0.0628
```
Forces are in eV/Å.

SMILES = C/N=C(/N)N(C)N
relative energy (zero: lowest compared OMol25 entry of this formula, charge and spin) = 72.61 kcal/mol
frontier orbital gap = 8.41 eV
spin multiplicity = 1
largest force on an atom = 0.06984 Eh/bohr